The following is a DFT calculation (ωB97M-V with the def2-TZVPD basis set) of a molecular structure, C39H106MnN9O10 at a distorted geometry.

Geometry as XYZ:
```
165
Properties=species:S:1:pos:R:3:forces:R:3:mulliken_spin:R:1
Mn 1.373 3.003 1.032 -0.64 -2.00 -0.94 4.842
C -0.767 -0.227 -1.089 0.18 -0.93 0.12 0.003
C -0.830 0.626 0.188 -1.52 -0.43 -1.04 -0.054
C -1.048 -0.301 1.375 0.87 0.23 0.68 -0.006
O 0.246 1.442 0.298 1.42 1.67 0.53 -0.063
H 0.066 -0.940 -1.008 0.01 0.25 -0.16 0.001
H -0.675 0.335 -2.022 0.11 0.09 0.15 -0.003
H -1.659 -0.858 -1.191 -0.05 0.24 0.06 -0.004
H -1.773 1.198 0.017 0.08 0.18 0.47 0.038
H -0.165 -0.949 1.491 -0.32 -0.16 -0.33 0.002
H -1.950 -0.896 1.273 -0.06 -0.09 0.06 0.000
H -1.053 0.242 2.333 -0.43 0.12 -0.29 0.001
C 2.552 5.646 4.457 -0.06 0.24 0.02 0.002
C 2.082 4.446 3.639 0.67 -0.12 -0.95 -0.011
C 0.573 4.470 3.508 -0.21 -0.24 0.05 -0.008
O 0.078 3.335 2.747 0.68 0.75 0.84 0.083
C -1.314 3.413 2.541 -1.18 0.56 -1.89 0.014
N 2.693 4.458 2.250 -1.42 0.81 0.28 0.070
H 3.637 5.759 4.426 -0.03 -0.12 -0.08 0.000
H 2.275 5.629 5.513 -0.14 -0.29 -0.09 0.000
H 2.114 6.561 4.035 0.12 -0.09 0.02 0.001
H 2.410 3.476 4.026 -0.18 0.21 0.39 0.003
H 0.228 5.382 2.989 0.14 -0.08 0.23 -0.006
H 0.170 4.461 4.529 -0.25 -0.07 -0.24 0.004
H -1.619 2.664 1.803 0.32 -0.47 0.57 -0.002
H -1.563 4.328 1.966 0.15 0.11 0.64 -0.005
H -1.931 3.369 3.433 0.28 -0.10 0.31 -0.001
H 3.705 4.487 2.319 -0.04 -0.05 -0.08 0.004
H 2.396 5.331 1.792 0.48 -0.09 0.31 0.003
C 2.895 0.137 -2.715 0.10 -0.14 -0.19 -0.003
C 2.809 1.153 -3.834 0.52 0.05 -0.48 0.000
C 1.664 0.907 -4.799 -0.14 0.30 0.22 0.000
O 1.791 -0.371 -5.362 0.84 0.44 1.14 0.000
C 0.866 -0.575 -6.350 -1.02 -1.11 -0.82 0.000
N 2.803 2.530 -3.319 -1.37 0.43 0.20 0.000
H 3.664 0.466 -2.015 -0.24 -0.08 -0.02 0.003
H 3.252 -0.804 -3.131 -0.22 -0.12 0.03 0.000
H 1.937 -0.037 -2.220 0.05 0.12 0.15 0.000
H 3.729 1.013 -4.415 -0.06 0.23 -0.03 0.000
H 1.675 1.696 -5.572 0.09 -0.19 -0.06 0.000
H 0.688 1.009 -4.291 0.11 -0.10 0.09 0.000
H 0.866 -1.645 -6.564 0.13 0.03 -0.30 0.000
H 1.114 -0.015 -7.251 -0.14 0.14 -0.21 0.000
H -0.160 -0.363 -6.025 0.01 0.34 0.00 0.000
H 2.700 3.176 -4.111 0.55 -0.23 0.18 0.000
H 1.869 2.688 -2.870 0.60 -0.33 -0.18 -0.001
C -2.474 -2.681 -4.333 0.72 0.45 0.47 -0.001
C -1.613 -3.967 -4.344 -0.31 0.69 -0.62 0.000
C -0.172 -3.677 -3.938 -1.16 1.10 -0.06 -0.001
O 0.584 -4.762 -4.325 0.62 -1.01 -0.11 0.000
C 1.925 -4.612 -3.944 -0.21 0.43 0.38 0.000
N -2.229 -5.039 -3.551 0.64 0.25 0.78 0.000
H -3.538 -2.888 -4.308 -0.10 -0.22 0.05 0.000
H -2.271 -2.056 -5.212 0.02 -0.27 0.00 0.000
H -2.225 -2.022 -3.481 -0.20 -0.36 0.00 0.000
H -1.538 -4.202 -5.419 -0.22 -0.67 0.41 0.000
H -0.137 -3.487 -2.851 0.15 -0.13 0.06 0.000
H 0.174 -2.753 -4.433 0.09 -0.06 0.03 0.000
H 2.329 -3.714 -4.420 0.31 0.00 -0.01 0.000
H 2.488 -5.493 -4.226 0.04 -0.13 -0.11 0.000
H 1.964 -4.471 -2.851 0.33 -0.02 -0.11 0.000
H -2.093 -4.778 -2.544 -0.49 -0.25 -1.16 0.000
H -1.656 -5.887 -3.617 -0.20 0.32 -0.36 0.000
C 1.759 -2.877 0.092 -0.09 0.21 -0.36 0.000
C 2.933 -3.825 0.218 0.39 -0.61 -0.32 0.000
C 4.071 -3.161 0.957 0.66 0.39 0.06 0.000
O 4.552 -1.982 0.298 -1.15 0.33 0.14 0.000
C 5.078 -2.162 -0.987 1.12 -0.16 -0.16 0.000
N 2.501 -5.066 0.863 -0.16 0.28 0.02 0.000
H 0.863 -3.382 -0.280 0.07 -0.08 -0.07 0.001
H 2.009 -2.070 -0.606 -0.11 0.00 0.18 0.000
H 1.496 -2.447 1.064 0.10 -0.03 0.01 0.000
H 3.365 -4.032 -0.779 -0.47 -0.02 0.01 0.000
H 4.952 -3.812 1.072 -0.36 -0.27 0.14 0.000
H 3.734 -2.809 1.935 0.10 -0.16 0.06 0.000
H 4.485 -2.674 -1.750 -0.41 -0.07 0.40 0.000
H 6.030 -2.706 -0.885 -0.03 0.03 -0.30 0.000
H 5.278 -1.172 -1.388 0.16 0.06 0.03 0.000
H 1.890 -5.563 0.200 0.23 -0.05 0.40 0.000
H 3.272 -5.676 1.113 0.01 0.12 -0.17 0.000
C -2.090 4.207 7.275 0.55 0.13 -1.11 0.000
C -1.375 3.312 8.275 -1.15 1.01 1.09 0.000
C -0.556 2.249 7.601 0.62 -0.14 0.55 0.000
O -1.358 1.441 6.800 -0.75 -0.70 -0.70 0.000
C -0.838 1.222 5.518 0.36 0.70 -0.40 0.000
N -0.528 4.106 9.177 0.55 -0.06 -0.68 0.000
H -1.369 4.536 6.502 -0.06 0.10 0.27 0.000
H -2.529 5.112 7.695 -0.01 -0.13 0.27 0.000
H -2.863 3.689 6.705 -0.03 -0.17 0.29 0.000
H -2.156 2.898 8.926 -0.01 -0.63 -0.49 0.000
H -0.077 1.631 8.370 0.15 0.05 -0.05 0.000
H 0.242 2.722 7.009 -0.07 0.10 0.11 0.000
H 0.085 0.623 5.525 -0.11 0.09 0.12 0.000
H -0.622 2.210 5.061 0.20 -0.37 -0.01 0.002
H -1.551 0.741 4.847 -0.25 -0.16 0.43 0.000
H -0.539 3.725 10.110 0.04 0.08 0.12 0.000
H -0.836 5.065 9.202 -0.04 0.09 0.18 0.000
C -0.567 -8.141 -0.063 -0.10 0.15 0.68 0.000
C -0.746 -6.813 -0.771 1.11 -0.60 -1.09 0.000
C -1.343 -5.746 0.101 0.93 -0.32 -0.04 0.000
O -1.663 -4.659 -0.722 -0.56 0.37 0.00 0.000
C -2.284 -3.610 -0.013 0.41 -0.18 0.54 0.000
N 0.599 -6.347 -1.215 -0.20 0.67 -0.28 0.000
H -0.298 -8.936 -0.753 0.00 -0.04 -0.09 0.000
H -1.472 -8.431 0.481 0.01 -0.06 -0.23 0.000
H 0.226 -8.052 0.683 0.05 -0.02 -0.03 0.000
H -1.349 -6.985 -1.675 -0.38 0.18 0.39 0.000
H -0.541 -5.391 0.768 -0.29 -0.34 0.46 0.000
H -2.179 -6.189 0.652 -0.24 0.49 0.02 0.000
H -2.475 -2.802 -0.712 -0.26 -0.02 -0.01 -0.001
H -1.616 -3.259 0.790 -0.01 0.08 -0.15 0.000
H -3.198 -3.962 0.476 -0.02 0.07 -0.33 0.000
H 0.484 -5.470 -1.739 -0.09 -0.43 0.25 0.000
H 1.028 -6.980 -1.885 -0.22 -0.15 0.14 0.000
C -5.726 -2.738 1.088 0.48 -0.56 -0.05 0.000
C -5.942 -1.558 0.173 -0.20 0.06 -0.80 0.000
C -5.151 -0.362 0.648 0.21 -0.07 -0.20 -0.001
O -5.683 0.784 0.037 -0.41 -0.04 -0.29 0.000
C -4.973 1.936 0.355 -0.23 0.56 0.25 0.001
N -5.565 -1.914 -1.240 -0.09 0.68 0.76 0.000
H -6.113 -2.611 2.099 -0.23 0.14 -0.11 0.000
H -4.653 -2.943 1.189 -0.21 0.19 -0.03 0.000
H -6.147 -3.640 0.640 -0.16 0.01 0.13 0.000
H -6.993 -1.233 0.162 0.10 -0.14 0.36 0.000
H -4.089 -0.436 0.356 -0.03 -0.29 0.15 0.000
H -5.211 -0.285 1.743 0.01 0.06 -0.03 0.000
H -3.968 1.925 -0.083 0.09 -0.01 0.22 0.002
H -4.947 2.071 1.447 0.35 -0.02 -0.06 0.000
H -5.520 2.790 -0.041 0.02 -0.03 -0.17 0.000
H -6.395 -2.307 -1.679 0.25 -0.09 -0.04 0.000
H -5.410 -1.024 -1.722 -0.07 -0.32 0.02 0.000
C -2.514 3.409 -2.472 -0.33 -0.03 0.10 0.000
C -1.136 3.367 -3.139 -0.83 -1.48 0.56 0.013
C -0.808 4.616 -3.912 -0.18 -0.26 -0.74 0.002
O -1.751 4.717 -4.973 0.21 -0.37 1.05 0.000
C -1.654 5.944 -5.626 -0.27 0.03 -0.92 0.000
N -0.081 2.995 -2.193 0.48 1.12 0.67 0.002
H -3.320 3.362 -3.206 0.08 0.27 -0.03 0.000
H -2.665 4.288 -1.831 0.12 0.01 -0.15 0.000
H -2.651 2.527 -1.839 0.18 0.02 -0.05 0.000
H -1.213 2.520 -3.836 0.24 0.30 -0.23 -0.002
H 0.201 4.530 -4.347 0.01 0.21 0.27 0.000
H -0.898 5.518 -3.288 0.25 -0.12 0.10 0.000
H -1.549 6.784 -4.940 0.00 0.09 0.09 0.000
H -2.575 6.045 -6.198 -0.01 0.24 -0.02 0.000
H -0.828 5.931 -6.344 0.17 0.20 0.09 0.000
H -0.279 2.192 -1.583 -0.11 0.30 -0.50 -0.008
H 0.000 3.764 -1.510 0.04 -0.25 -0.32 0.016
C 5.225 1.267 -0.038 -0.20 -0.89 0.00 0.000
C 3.751 1.395 0.338 1.03 1.22 0.46 -0.020
C 3.665 1.429 1.853 -0.25 -0.72 -0.01 0.016
O 2.285 1.544 2.248 1.35 0.26 0.48 -0.059
C 1.833 0.485 3.077 -0.18 0.00 -0.01 0.000
N 3.182 2.689 -0.216 -0.09 -1.00 -0.23 0.116
H 5.842 2.095 0.314 -0.14 0.18 -0.17 0.000
H 5.300 1.128 -1.116 0.30 0.38 -0.01 0.001
H 5.621 0.352 0.411 0.00 0.06 -0.01 0.001
H 3.186 0.560 -0.066 -0.23 0.08 0.14 -0.003
H 4.285 2.239 2.260 -0.35 0.18 0.00 -0.010
H 4.072 0.516 2.292 -0.01 -0.09 -0.26 0.003
H 0.808 0.728 3.325 -0.10 -0.13 0.04 0.001
H 2.430 0.427 3.989 0.04 0.03 0.00 0.005
H 1.883 -0.458 2.533 -0.05 -0.06 0.01 0.006
H 3.852 3.441 -0.064 0.09 -0.24 -0.13 0.018
H 3.147 2.534 -1.242 -0.16 0.53 0.30 -0.010
```
Positions in Å, forces in eV/Å.

## Properties
Frontier orbital gap (alpha / beta) ... 7.52 / 7.07 eV
Expectation value of S² ... 8.754
Multiplicity ... 6
Highest occupied orbital energy (alpha / beta) ... -10.226 / -10.226 eV
Total charge ... +1


The following is a DFT calculation (ωB97M-V with the def2-TZVPD basis set) of 2 unconnected molecules or ions with the total composition CH4N2O2 at a distorted geometry.

Geometry as XYZ:
```
9
Properties=species:S:1:pos:R:3:forces:R:3:nbo_charge:R:1
C -0.459 0.160 -0.358 0.94 -0.26 0.52 -0.225
N 1.410 0.701 0.658 -1.33 -0.36 -0.55 -0.422
N -0.749 -1.186 -0.669 0.49 0.09 -0.47 -0.389
O 1.649 2.023 0.464 -0.12 -0.06 0.08 -0.832
O -1.429 -1.983 0.247 -0.20 -0.09 0.49 -0.895
H -0.279 0.731 -1.273 0.47 0.26 0.13 0.121
H -1.215 0.617 0.278 -0.03 -0.03 0.14 0.135
H 0.951 0.604 1.595 0.08 0.09 -0.44 0.227
H 0.121 -1.668 -0.942 -0.30 0.36 0.10 0.281
```
Positions in Å, forces in eV/Å.

## Properties
Frontier orbital gap (alpha / beta) ... 4.81 / 4.63 eV
Highest occupied orbital energy (alpha / beta) ... 3.342 / 3.587 eV
Total charge ... -2


The following is a DFT calculation (ωB97M-V with the def2-TZVPD basis set) of a single C4H3ClO2 molecule at a distorted geometry.

Geometry as XYZ:
```
10
Properties=species:S:1:pos:R:3:forces:R:3:nbo_charge:R:1
C -0.269 0.207 0.008 2.01 -4.68 -0.42 -0.688
C -1.188 -0.928 -0.492 0.69 1.39 -0.25 0.538
O -2.361 -0.719 -0.634 -0.78 -0.47 0.06 -0.531
C -0.555 -2.163 -0.924 0.96 -1.99 -0.32 -0.439
Cl -1.520 -3.518 -1.584 0.46 0.86 0.45 0.038
C 0.767 -2.487 -0.948 -3.04 1.28 -0.20 0.772
O 1.861 -2.737 -1.114 1.45 -0.45 0.14 -0.382
H -0.811 1.040 -0.057 -1.92 3.49 -0.61 0.234
H 0.629 0.178 -0.708 -0.82 0.42 1.75 0.218
H -0.168 0.003 1.092 0.98 0.14 -0.60 0.239
```
Positions in Å, forces in eV/Å.

## Properties
Frontier orbital gap ... 9.28 eV
Highest occupied orbital energy ... -9.582 eV


What did the second record say?
The following is a DFT calculation (ωB97M-V with the def2-TZVPD basis set) of 2 unconnected molecules or ions with the total composition CH4N2O2 at a distorted geometry.

Geometry as XYZ:
```
9
Properties=species:S:1:pos:R:3:forces:R:3:nbo_charge:R:1
C -0.459 0.160 -0.358 0.94 -0.26 0.52 -0.225
N 1.410 0.701 0.658 -1.33 -0.36 -0.55 -0.422
N -0.749 -1.186 -0.669 0.49 0.09 -0.47 -0.389
O 1.649 2.023 0.464 -0.12 -0.06 0.08 -0.832
O -1.429 -1.983 0.247 -0.20 -0.09 0.49 -0.895
H -0.279 0.731 -1.273 0.47 0.26 0.13 0.121
H -1.215 0.617 0.278 -0.03 -0.03 0.14 0.135
H 0.951 0.604 1.595 0.08 0.09 -0.44 0.227
H 0.121 -1.668 -0.942 -0.30 0.36 0.10 0.281
```
Positions in Å, forces in eV/Å.

## Properties
Frontier orbital gap (alpha / beta) ... 4.81 / 4.63 eV
Highest occupied orbital energy (alpha / beta) ... 3.342 / 3.587 eV
Total charge ... -2


Copy entry 2 word for word.
The following is a DFT calculation (ωB97M-V with the def2-TZVPD basis set) of 2 unconnected molecules or ions with the total composition CH4N2O2 at a distorted geometry.

Geometry as XYZ:
```
9
Properties=species:S:1:pos:R:3:forces:R:3:nbo_charge:R:1
C -0.459 0.160 -0.358 0.94 -0.26 0.52 -0.225
N 1.410 0.701 0.658 -1.33 -0.36 -0.55 -0.422
N -0.749 -1.186 -0.669 0.49 0.09 -0.47 -0.389
O 1.649 2.023 0.464 -0.12 -0.06 0.08 -0.832
O -1.429 -1.983 0.247 -0.20 -0.09 0.49 -0.895
H -0.279 0.731 -1.273 0.47 0.26 0.13 0.121
H -1.215 0.617 0.278 -0.03 -0.03 0.14 0.135
H 0.951 0.604 1.595 0.08 0.09 -0.44 0.227
H 0.121 -1.668 -0.942 -0.30 0.36 0.10 0.281
```
Positions in Å, forces in eV/Å.

## Properties
Frontier orbital gap (alpha / beta) ... 4.81 / 4.63 eV
Highest occupied orbital energy (alpha / beta) ... 3.342 / 3.587 eV
Total charge ... -2